This record from OMol25 describes a 2-piece molecular cluster, C6H14NO overall in a non-equilibrium geometry. The level of theory is ωB97M-V/def2-TZVPD.

Values from the calculation:
Frontier orbital gap (spin up / spin down) ... 8.63 / 8.63 eV
Energy relative to the best compared isomer or geometry (same formula, charge and spin) ... 129.0 kcal per mole
Molecular weight ... 116.2 g mol⁻¹
Max |F| ... 5.60 eV/A
Total energy ... -366.5617 Ha

```
! RIJCOSX wB97M-V def2-TZVPD def2/J DEFGRID3
* xyz 1 1
C -2.32 -1.76 -0.66
C -1.78 -0.60 -0.97
C -0.62 -0.18 1.77
C 1.81 1.49 0.46
C 1.12 0.61 -1.57
C 0.07 -0.32 0.52
N 0.62 0.89 -0.19
O 1.00 -1.29 0.23
H -3.33 -1.89 -0.93
H -1.89 -2.73 -0.35
H -1.94 0.36 -1.34
H -1.41 0.46 1.64
H -0.02 0.22 2.63
H -1.24 -1.00 2.08
H 2.56 0.78 0.77
H 2.21 2.29 0.00
H 1.43 1.78 1.44
H 1.03 1.55 -2.08
H 1.99 0.02 -1.65
H 0.29 0.03 -2.12
H -0.23 1.57 -0.16
H 0.66 -2.27 0.48
*
```

natural (NBO) atomic charge list, values in e, 4 entries:
1. C -0.44
2. C -0.17
3. C -0.75
4. C -0.42